Record 1
{"formula": "C4H4Br3P", "method": "ωB97M-V/def2-TZVPD", "homo_lumo_gap_ev": 8.47, "lumo_energy_ev": -0.555, "homo_ev": -9.02, "de_lowest_kcal_mol": 57.6, "symbols": ["C", "H", "H", "H", "Br", "C", "P", "Br", "Br", "C", "C", "H"], "positions_angstrom": [[-2.02192, -0.24073, 0.56159], [-1.18880, -1.59713, -0.98940], [-2.97862, -0.61138, 0.98238], [-1.58209, 0.61418, 1.17919], [1.83368, 2.77986, 0.07045], [0.44506, 1.62899, -0.32108], [2.29317, -0.40080, -0.41080], [2.34203, -1.57189, 1.44880], [1.85799, -2.11300, -1.83791], [-1.19687, -0.85203, -0.29089], [0.73628, 0.33352, -0.30116], [-0.53989, 2.03039, -0.09116]], "forces_ev_per_a": [[1.62, -0.09, 0.96], [0.02, -1.84, -1.44], [0.46, 0.11, -0.94], [-0.79, -1.13, -0.98], [0.87, 1.46, -0.03], [-0.16, -1.57, 1.41], [1.51, -0.91, -0.76], [-0.10, -0.07, 0.52], [-0.05, 0.37, 0.07], [1.78, 4.89, 2.66], [-5.25, -1.20, -0.79], [0.08, -0.02, -0.68]]}

=====

Record 2
{"formula": "CH4N2O2S", "method": "ωB97M-V/def2-TZVPD", "homo_lumo_gap_ev": 10.57, "lumo_energy_ev": 0.474, "smiles": "O=[NH+][O-].[H]/N=C\\S", "homo_ev": -10.09, "de_lowest_kcal_mol": 75.4, "symbols": ["H", "H", "H", "N", "O", "C", "S", "N", "O", "H"], "positions_angstrom": [[0.06759, -1.36725, 1.33418], [-0.75781, 0.80472, -0.39665], [1.31460, -1.03403, -1.35495], [0.61726, -0.69428, -0.67844], [-1.08914, 0.15087, 1.89525], [-0.00489, 0.33965, -1.05203], [0.44458, 1.30122, -2.51172], [-0.32484, -0.76174, 2.09909], [0.04400, -1.07022, 3.19316], [-0.31134, 2.33104, -2.52789]], "forces_ev_per_a": [[-0.43, 0.84, -0.48], [0.22, -0.39, -0.32], [-0.20, 0.28, 0.27], [-0.22, -0.25, -0.48], [-0.21, 0.20, -1.19], [0.13, 1.34, 0.08], [1.58, -2.35, -0.12], [-0.16, -0.26, 0.38], [0.79, -0.70, 1.27], [-1.51, 1.30, 0.58]]}

=====

Record 3
{"formula": "CH4N3OS", "method": "ωB97M-V/def2-TZVPD", "homo_lumo_gap_ev": [8.49, 8.49], "lumo_energy_ev": [-5.769, -5.770], "homo_ev": [-14.26, -14.26], "de_lowest_kcal_mol": 85.6, "charge": 1, "symbols": ["N", "H", "C", "H", "S", "H", "H", "N", "N", "O"], "positions_angstrom": [[-1.09692, 0.18647, -1.18298], [-0.71219, 1.00134, 0.94836], [-0.84409, 0.09869, 0.23447], [-1.34457, -0.74619, 0.89122], [0.39310, -0.15044, -2.01966], [2.13076, -0.16205, 1.50336], [-1.43327, 1.04078, -1.59632], [0.57033, -0.40356, 0.34701], [1.19625, -0.56567, -0.69646], [1.14061, -0.29937, 1.57102]], "forces_ev_per_a": [[0.75, -0.60, 0.00], [-1.19, -0.68, -1.65], [0.45, -0.61, 4.11], [-0.13, 1.76, -1.83], [-0.47, -0.68, -0.11], [-1.16, -0.30, -0.39], [-0.44, 0.56, 0.62], [0.32, 0.68, -0.60], [1.35, 0.20, -0.04], [0.52, -0.31, -0.11]]}